(1)
The following is a quantum chemistry calculation of a structure of composition C5H8O2, from OMol25.

```
! wB97M-V def2-TZVPD RIJCOSX def2/J DEFGRID3
* xyz 0 1
C 1.0895 -0.1890 -0.5905
C 0.2207 -0.9907 0.3700
C -1.2286 -0.7747 -0.1010
C -1.3006 0.7623 -0.1459
C 0.2000 0.9467 0.1061
H 2.3082 0.3345 0.7137
H 1.0839 -0.4843 -1.6250
H 0.5913 -1.9239 0.7513
H -1.7782 -1.2793 0.7032
H -1.3170 -1.2941 -1.0802
H -1.6133 1.3782 -1.0274
H -1.7662 1.2379 0.7245
H 0.5265 2.0650 0.1108
O 2.4281 0.0679 -0.1816
O 0.5556 0.1437 1.2721
*
```

The value obtained for the HOMO energy is -9.7 eV. For the relative energy (zero: lowest compared OMol25 entry of this formula, charge and spin), the calculation gives 271.8 kJ/mol. Its gap between HOMO and LUMO is 10.7 eV.

=====

(2)
The following is a quantum chemistry calculation of a cluster of 2 separate species, C5H13NO in total, from OMol25.

```
! wB97M-V def2-TZVPD RIJCOSX def2/J DEFGRID3
* xyz -1 2
C 1.3372 -0.3681 -2.3471
C 1.5869 0.5066 -1.1085
H 0.4238 -0.9599 -2.2770
H 1.2045 0.2609 -3.2197
H 2.1714 -1.0433 -2.5419
H 1.2999 1.5387 -1.3641
H 2.6551 0.6078 -0.9388
H 1.0193 0.3285 -0.2083
C -0.6935 -0.6028 1.8616
C -0.5913 0.8984 2.1529
C -1.1952 -0.9856 0.4923
O -1.2381 -2.1873 0.2096
N -1.6363 -0.0852 -0.4063
H 0.2505 -1.1227 2.0108
H -1.3605 -1.0791 2.5866
H -1.5942 1.2871 2.3337
H -0.0878 1.4050 1.3294
H -1.8924 -0.4958 -1.2932
H -1.6151 0.9254 -0.3373
H -0.0439 1.1715 3.0652
*
```

The value obtained for the HOMO energy (alpha / beta) is 1.2 / -6.2 eV. For the relative energy (zero: lowest compared OMol25 entry of this formula, charge and spin), the calculation gives 25.9 kJ/mol. Its gap between HOMO and LUMO (alpha / beta) is 2.8 / 10.1 eV.

=====

(3)
The following is a quantum chemistry calculation of an isolated molecule of C4H10N2, from OMol25.

```
! wB97M-V def2-TZVPD RIJCOSX def2/J DEFGRID3
* xyz 0 1
C -0.4400 0.8110 -1.5679
C 0.7404 1.1624 1.1671
C -0.3567 -0.3051 -0.5597
C 0.2168 -0.1637 0.6711
N 0.5897 -1.2791 1.4302
N -1.0212 -1.4808 -0.8547
H 1.4893 -1.1587 1.8903
H 0.5954 -2.1276 0.8658
H -1.7822 -1.3698 -1.5209
H -1.2855 -1.9021 0.0570
H 0.5420 1.2729 -1.7144
H -0.7847 0.4485 -2.5419
H 0.1107 1.9976 0.8451
H 0.7703 1.1796 2.2617
H -1.1436 1.5789 -1.2313
H 1.7592 1.3360 0.8027
*
```

The value obtained for the HOMO energy is -6.7 eV. The SMILES is C/C(N)=C(\C)N. For the relative energy (zero: lowest compared OMol25 entry of this formula, charge and spin), the calculation gives 84.6 kJ/mol. Its gap between HOMO and LUMO is 7.7 eV.

=====

(4)
The following is a quantum chemistry calculation of a cluster of 2 separate species, C8H7N4O in total, from OMol25.

```
! wB97M-V def2-TZVPD RIJCOSX def2/J DEFGRID3
* xyz 1 1
C 1.6991 -1.7861 0.0740
C -0.7339 -1.6205 -0.0785
C -1.8796 -0.8473 -0.0628
C -0.5776 1.1689 0.2973
C 0.5088 -1.0449 0.1428
C -1.8263 0.5643 0.1381
C 0.6200 0.3996 0.4009
C 4.6302 0.1818 -0.0700
N 2.7024 -2.3417 0.0230
N 4.2917 1.6020 0.0142
N 3.3932 0.8554 -0.2947
N -2.9604 1.2761 0.1495
O 1.6807 0.9290 0.7872
H -0.7970 -2.6857 -0.2651
H -2.8399 -1.3154 -0.2303
H -0.4924 2.2341 0.4667
H 5.1418 -0.1908 -0.9474
H 4.7998 -0.3337 0.8656
H -3.8559 0.8242 0.0579
H -2.9525 2.2747 0.2864
*
```

The value obtained for the HOMO energy (alpha / beta) is -13.2 / -13.4 eV. For the relative energy (zero: lowest compared OMol25 entry of this formula, charge and spin), the calculation gives 317.9 kJ/mol. Its gap between HOMO and LUMO (alpha / beta) is 5.8 / 6.0 eV.

=====

(5)
The following is a quantum chemistry calculation of a cluster of 7 separate species, C28H68O4 in total, from OMol25.

```
! wB97M-V def2-TZVPD RIJCOSX def2/J DEFGRID3
* xyz 0 1
C 1.9106 3.2460 -3.5159
C 2.9344 2.0460 -3.6194
C 2.7087 1.1414 -4.7668
C 3.5686 0.0416 -4.6737
C 3.8872 -0.6301 -6.0220
H 2.0730 3.5314 -2.5739
H 0.9652 2.7945 -3.8485
H 2.1868 4.1104 -4.0810
H 2.6655 1.6248 -2.7885
H 4.0335 2.4849 -3.7925
H 2.7832 1.5014 -5.7391
H 1.5414 0.9061 -4.6102
H 2.9983 -0.7129 -4.1385
H 4.6084 0.0748 -4.4047
H 4.5384 0.2542 -6.4846
H 2.9675 -0.9529 -6.4856
H 4.4192 -1.5485 -5.8504
C -3.2032 -6.2532 2.1858
C -4.1460 -5.1191 1.8737
C -3.5138 -3.7057 1.9980
C -4.3278 -2.7161 1.4314
C -3.7638 -1.3250 1.6863
H -3.7526 -7.0732 2.3768
H -2.3823 -6.0065 3.1730
H -2.5161 -6.5763 1.3758
H -4.9619 -5.4258 2.4161
H -4.6087 -5.2589 0.7964
H -2.6197 -3.6650 1.4088
H -3.2843 -3.6161 3.0402
H -5.3452 -2.6758 1.9103
H -4.3796 -3.0329 0.3848
H -4.0291 -0.9080 2.7689
H -3.8989 -0.5067 1.0309
H -2.6055 -1.0440 1.7612
C 3.9053 -0.2351 -0.2236
C 2.8921 -1.3600 0.3304
C 1.9737 -1.6697 -0.8097
C 0.8847 -2.4584 -0.5120
C -0.2781 -1.7880 0.4505
H 4.8803 -0.0896 0.5736
H 3.6017 0.6883 -0.3488
H 4.4969 -0.4649 -1.0469
H 2.4422 -1.1015 1.2734
H 3.5544 -2.1632 0.4835
H 2.3959 -2.0864 -1.8840
H 1.2319 -0.5422 -1.3992
H 1.2053 -3.4372 0.0594
H 0.5099 -2.7493 -1.4796
H -1.0057 -2.3621 0.9148
H -0.7607 -1.1513 -0.3631
H 0.3190 -1.3068 1.3429
C 1.6795 -0.2814 5.4980
C 2.5513 -0.1393 4.3185
C 2.2949 1.1410 3.4877
C 2.8961 2.2495 3.8754
C 2.4602 3.5417 3.2840
H 1.9875 0.3953 6.2771
H 1.6687 -1.2096 5.7193
H 0.6026 -0.0023 5.3033
H 2.6667 -0.9320 3.6857
H 3.4607 0.1441 4.6218
H 1.3531 1.2018 3.4358
H 2.3518 0.8291 2.5888
H 4.0058 2.4110 3.6426
H 2.7452 2.3697 4.9442
H 1.4137 3.7202 3.5410
H 2.6100 3.6450 2.2601
H 2.8899 4.4220 3.7916
C 0.2344 1.9489 -0.2656
O -0.1764 3.0809 0.5195
C -1.3808 2.7566 1.3077
C -1.6103 3.7765 2.1649
O -2.7669 3.3593 2.9549
C -3.1100 4.2901 4.0346
H -0.5529 1.8721 -1.0260
H 0.1940 1.0078 0.3655
H 1.1992 2.3025 -0.5535
H -1.1868 1.9870 1.9929
H -2.1344 2.5059 0.7984
H -1.8784 4.7687 1.8077
H -0.7774 3.6862 2.8964
H -2.3281 4.3372 4.8114
H -4.1398 4.0324 4.3720
H -3.2545 5.1178 3.6440
C -0.2362 -1.8318 -4.7361
O -1.5110 -1.5990 -4.3798
C -1.5579 -0.5468 -3.3554
C -2.8732 -0.1753 -3.0990
O -2.9371 0.8493 -2.0859
C -4.1613 1.2176 -1.6632
H 0.0124 -2.4929 -4.0896
H 0.4446 -0.9824 -4.9099
H -0.3448 -2.4719 -5.7013
H -1.1054 0.2648 -3.6845
H -1.0186 -0.8580 -2.5712
H -3.2764 -0.9166 -2.6161
H -3.4327 0.1906 -3.9652
H -4.0655 2.0766 -0.9699
H -5.0820 0.5674 -1.2701
H -4.5233 1.6451 -2.5874
*
```

The value obtained for the HOMO energy is -9.6 eV. Its gap between HOMO and LUMO is 10.4 eV.

=====

(6)
The following is a quantum chemistry calculation of a structure of composition C23H41BGeN6Pd, from OMol25.

```
! wB97M-V def2-TZVPD RIJCOSX def2/J DEFGRID3
* xyz 2 1
Pd -0.0845 0.2472 -0.1242
C 3.4396 1.5250 0.9845
C 2.7022 1.8829 -0.2580
C 3.2053 2.6669 -1.2819
C 2.2235 2.7334 -2.2593
C 2.2749 3.4395 -3.5687
N 1.1719 2.0159 -1.8380
N 1.4673 1.4712 -0.6095
B -0.2333 1.9245 -2.5241
N -1.2092 2.4617 -1.4429
N -1.2990 1.7518 -0.3037
C -2.2389 2.2724 0.4941
C -2.6295 1.6654 1.7904
C -2.7587 3.3808 -0.1694
C -2.0952 3.4693 -1.3849
C -2.2734 4.4389 -2.4982
N -0.7011 0.5043 -2.9010
N -1.0087 -0.4409 -1.9528
C -1.6473 -1.4411 -2.5685
C -2.2265 -2.6092 -1.8487
C -1.6986 -1.1757 -3.9355
C -1.1009 0.0604 -4.1122
C -0.9083 0.8321 -5.3694
H 4.4837 1.7971 0.8501
H 3.4103 0.4558 1.1941
H 3.0657 2.0744 1.8496
H 4.1842 3.1133 -1.3178
H 3.2571 3.8879 -3.6941
H 1.5257 4.2288 -3.6212
H 2.1004 2.7524 -4.3957
H -0.2449 2.6364 -3.4685
H -2.1660 0.6862 1.9181
H -3.7087 1.5196 1.8219
H -2.3542 2.3065 2.6283
H -3.5465 4.0235 0.1842
H -3.0234 5.1758 -2.2233
H -2.6034 3.9331 -3.4055
H -1.3418 4.9597 -2.7180
H -2.3158 -2.4171 -0.7785
H -1.6267 -3.5074 -2.0017
H -3.2248 -2.8145 -2.2328
H -2.1366 -1.7977 -4.6971
H -1.2031 0.2181 -6.2175
H 0.1335 1.1201 -5.5062
H -1.5176 1.7363 -5.3775
C -0.5662 -5.0603 0.8761
C 0.0223 -3.7584 1.4038
C 0.6343 -2.9158 0.2936
C 1.3695 -1.6601 0.7733
Ge 0.7105 -0.4316 2.2070
C -0.5947 -0.7136 3.6146
C 0.2550 -1.0782 4.8470
C 1.0758 -2.3460 4.6612
C 1.9248 -2.6805 5.8781
H -0.9536 -5.6720 1.6888
H 0.1913 -5.6444 0.3525
H -1.3860 -4.8726 0.1815
H 0.7870 -3.9785 2.1546
H -0.7606 -3.1852 1.9155
H -0.1250 -2.6516 -0.4383
H 1.3696 -3.5185 -0.2473
H 1.8376 -1.1010 -0.0577
H 2.2529 -1.9533 1.3674
H 1.8194 0.4768 2.7092
H -1.3055 -1.4936 3.3462
H -1.1364 0.2167 3.7859
H -0.4256 -1.1880 5.6940
H 0.9188 -0.2461 5.1017
H 1.7431 -2.2319 3.7833
H 0.4112 -3.1788 4.4178
H 2.6157 -1.8703 6.1133
H 2.5066 -3.5865 5.7187
H 1.2895 -2.8416 6.7494
*
```

The value obtained for the HOMO energy (alpha / beta) is -14.6 / -14.6 eV. For the relative energy (zero: lowest compared OMol25 entry of this formula, charge and spin), the calculation gives 56.8 kJ/mol. Its gap between HOMO and LUMO (alpha / beta) is 5.8 / 5.8 eV.

=====

For reference, maximum force by record: 3.32; 1.65; 2.40; 1.81; 9.91; 0.41 eV Å⁻¹.
For reference, DFT total energy by record: -345.70145; -328.26301; -267.89310; -602.86167; -1407.84780; -3458.64404 Ha.